The following is a DFT calculation (wB97M-V/def2-TZVPD) of 7 unconnected molecules or ions with the total composition C31H65B4NO11 at a distorted geometry.

SMILES: [H]/N=C/CB1OB(CCCOC)OB(B(C)O)O1.C1CCOC1.C1CCOC1.C1CCOC1.C1CCOC1.C1CCOC1.C1CCOC1
LUMO energy in eV: 0.61
Energy in eV: -59924.314
Frontier orbital gap in eV: 9.50

Geometry (Å):
H (0.487, -0.980, 1.251)
N (0.159, -0.764, 0.309)
C (-0.928, -0.114, 0.374)
C (-1.624, 0.383, -0.866)
B (-0.556, 1.345, -1.498)
O (0.415, 0.885, -2.368)
B (1.696, 1.388, -2.194)
C (2.973, 0.649, -2.716)
C (4.102, 0.662, -1.671)
C (3.788, -0.279, -0.505)
O (4.082, 0.365, 0.728)
C (3.459, -0.245, 1.843)
O (1.841, 2.605, -1.526)
B (0.822, 2.980, -0.665)
B (1.245, 3.655, 0.867)
C (2.456, 4.641, 0.967)
O (0.574, 3.264, 2.009)
O (-0.480, 2.664, -1.060)
H (-1.369, 0.159, 1.339)
H (-2.539, 0.908, -0.599)
H (-1.861, -0.458, -1.519)
H (3.304, 1.200, -3.609)
H (2.743, -0.373, -3.026)
H (4.239, 1.674, -1.286)
H (5.042, 0.369, -2.137)
H (2.727, -0.565, -0.523)
H (4.379, -1.203, -0.582)
H (3.129, -1.264, 1.615)
H (2.606, 0.360, 2.177)
H (4.180, -0.294, 2.663)
H (2.662, 5.001, 1.976)
H (3.343, 4.141, 0.559)
H (2.262, 5.478, 0.286)
H (-0.386, 3.356, 1.966)
C (-6.250, -1.851, -1.774)
C (-7.133, -0.726, -1.238)
C (-6.143, 0.059, -0.386)
O (-4.867, -0.096, -1.009)
C (-4.930, -1.127, -1.997)
H (-6.626, -2.319, -2.682)
H (-6.131, -2.627, -1.014)
H (-7.496, -0.108, -2.063)
H (-7.994, -1.075, -0.670)
H (-6.090, -0.342, 0.632)
H (-6.378, 1.123, -0.325)
H (-4.895, -0.667, -2.991)
H (-4.061, -1.778, -1.888)
C (-1.717, 1.115, 5.621)
C (-2.980, 1.977, 5.603)
C (-3.394, 1.880, 4.140)
O (-2.971, 0.595, 3.688)
C (-2.093, 0.005, 4.651)
H (-1.451, 0.740, 6.607)
H (-0.867, 1.680, 5.237)
H (-3.747, 1.538, 6.245)
H (-2.814, 3.004, 5.925)
H (-2.894, 2.650, 3.541)
H (-4.470, 1.972, 3.986)
H (-2.622, -0.809, 5.157)
H (-1.229, -0.416, 4.133)
C (8.099, 2.737, -4.987)
C (7.089, 3.808, -4.579)
C (5.876, 2.961, -4.215)
O (6.387, 1.727, -3.714)
C (7.783, 1.627, -3.993)
H (9.136, 3.068, -4.932)
H (7.901, 2.402, -6.007)
H (7.449, 4.350, -3.702)
H (6.875, 4.533, -5.363)
H (5.257, 2.757, -5.097)
H (5.246, 3.418, -3.451)
H (8.342, 1.761, -3.060)
H (7.996, 0.629, -4.381)
C (1.658, -5.702, 0.261)
C (1.687, -4.924, -1.054)
C (2.051, -3.526, -0.574)
O (2.874, -3.703, 0.587)
C (2.813, -5.061, 1.021)
H (1.782, -6.777, 0.139)
H (0.716, -5.523, 0.782)
H (2.468, -5.320, -1.707)
H (0.744, -4.946, -1.598)
H (1.165, -2.954, -0.290)
H (2.606, -2.949, -1.315)
H (3.763, -5.554, 0.782)
H (2.678, -5.081, 2.103)
C (-8.088, -3.785, -6.688)
C (-6.986, -4.712, -7.199)
C (-5.780, -4.219, -6.409)
O (-6.286, -3.748, -5.158)
C (-7.709, -3.642, -5.220)
H (-9.094, -4.179, -6.826)
H (-8.027, -2.818, -7.191)
H (-7.214, -5.747, -6.935)
H (-6.833, -4.661, -8.275)
H (-5.280, -3.392, -6.923)
H (-5.045, -5.001, -6.218)
H (-8.145, -4.446, -4.617)
H (-8.015, -2.685, -4.794)
C (2.926, 2.988, 7.672)
C (1.751, 3.183, 8.627)
C (0.606, 2.568, 7.831)
O (1.180, 1.526, 7.042)
C (2.606, 1.628, 7.066)
H (3.899, 3.011, 8.160)
H (2.914, 3.759, 6.899)
H (1.916, 2.621, 9.549)
H (1.568, 4.223, 8.890)
H (0.152, 3.307, 7.160)
H (-0.178, 2.150, 8.463)
H (3.007, 0.816, 7.682)
H (2.984, 1.510, 6.050)

The following is a DFT calculation (wB97M-V/def2-TZVPD) of 8 unconnected molecules or ions with the total composition C31H65Br4N3O15 at a distorted geometry.

SMILES: COCCNCCOC.COCCNCCOC.COCCNCCOC.O=C1OCCO1.O=C1OCCO1.O=C1OCCO1.BrCCBr.BrCCBr
LUMO energy in eV: 0.19
Energy in eV: -348546.227
Frontier orbital gap in eV: 8.54

Geometry (Å):
C (6.145, -6.113, -4.560)
O (6.464, -5.137, -3.535)
C (5.501, -4.130, -3.525)
C (6.057, -3.090, -2.546)
N (5.983, -3.738, -1.225)
C (6.731, -2.967, -0.261)
C (6.714, -3.619, 1.151)
O (5.427, -3.590, 1.700)
C (5.357, -3.724, 3.092)
H (5.353, -6.841, -4.384)
H (7.067, -6.673, -4.720)
H (5.821, -5.683, -5.507)
H (4.479, -4.370, -3.232)
H (5.411, -3.714, -4.528)
H (5.421, -2.206, -2.490)
H (7.016, -2.697, -2.884)
H (6.302, -4.696, -1.221)
H (6.369, -1.940, -0.199)
H (7.795, -2.980, -0.495)
H (7.382, -3.046, 1.795)
H (7.045, -4.654, 1.072)
H (4.313, -3.846, 3.380)
H (5.842, -2.861, 3.549)
H (5.812, -4.627, 3.499)
C (-4.310, 3.341, -6.410)
O (-5.729, 3.338, -6.244)
C (-6.147, 3.665, -4.944)
C (-7.670, 3.330, -4.870)
N (-8.498, 4.323, -5.525)
C (-8.402, 5.658, -4.919)
C (-9.470, 6.671, -5.426)
O (-10.760, 6.147, -5.230)
C (-11.840, 7.025, -5.482)
H (-3.987, 3.122, -7.427)
H (-3.788, 2.595, -5.811)
H (-3.868, 4.303, -6.151)
H (-5.868, 4.666, -4.615)
H (-5.642, 2.987, -4.257)
H (-8.026, 3.214, -3.847)
H (-7.893, 2.331, -5.244)
H (-9.474, 4.065, -5.536)
H (-7.425, 6.067, -5.174)
H (-8.590, 5.533, -3.853)
H (-9.286, 6.900, -6.476)
H (-9.297, 7.632, -4.943)
H (-11.919, 7.660, -4.600)
H (-12.785, 6.500, -5.620)
H (-11.690, 7.640, -6.370)
C (-1.621, 5.123, 3.588)
O (-0.450, 4.545, 4.314)
C (0.757, 4.501, 3.572)
C (1.677, 3.625, 4.392)
N (1.147, 2.228, 4.479)
C (2.230, 1.351, 5.012)
C (2.662, 1.576, 6.478)
O (1.648, 1.353, 7.418)
C (1.892, 1.794, 8.759)
H (-1.375, 6.185, 3.604)
H (-2.447, 5.059, 4.296)
H (-1.841, 4.659, 2.627)
H (1.187, 5.486, 3.389)
H (0.574, 4.125, 2.565)
H (1.744, 4.045, 5.395)
H (2.675, 3.506, 3.970)
H (0.381, 2.311, 5.132)
H (3.147, 1.531, 4.451)
H (1.912, 0.325, 4.829)
H (3.101, 2.573, 6.515)
H (3.296, 0.756, 6.816)
H (1.207, 1.312, 9.456)
H (1.692, 2.865, 8.781)
H (2.842, 1.504, 9.207)
O (6.700, 3.091, 1.832)
C (7.774, 3.037, 2.421)
O (8.195, 1.983, 3.257)
C (9.437, 2.246, 3.911)
C (9.825, 3.608, 3.343)
O (8.738, 3.917, 2.361)
H (9.178, 2.407, 4.958)
H (10.307, 1.594, 3.835)
H (10.845, 3.693, 2.968)
H (9.757, 4.376, 4.113)
O (-1.527, -0.771, -2.626)
C (-0.646, -0.651, -1.793)
O (0.056, 0.428, -1.607)
C (0.950, 0.332, -0.546)
C (0.830, -1.183, -0.211)
O (-0.361, -1.562, -0.808)
H (1.961, 0.682, -0.756)
H (0.398, 0.953, 0.160)
H (0.805, -1.581, 0.803)
H (1.571, -1.821, -0.693)
O (-8.692, -6.054, -1.730)
C (-7.696, -5.344, -1.999)
O (-6.782, -5.735, -2.915)
C (-5.726, -4.717, -2.995)
C (-6.412, -3.545, -2.277)
O (-7.368, -4.195, -1.471)
H (-4.826, -4.989, -2.444)
H (-5.454, -4.279, -3.955)
H (-6.823, -2.886, -3.041)
H (-5.651, -2.961, -1.759)
Br (-1.685, -3.021, 4.779)
C (-2.548, -1.381, 3.912)
C (-3.651, -1.777, 2.901)
Br (-4.054, -0.122, 1.909)
H (-1.764, -0.875, 3.349)
H (-2.952, -0.771, 4.721)
H (-4.553, -2.233, 3.307)
H (-3.252, -2.479, 2.169)
Br (0.724, -7.297, -2.306)
C (1.097, -8.017, -0.456)
C (2.297, -7.250, 0.182)
Br (2.773, -8.312, 1.780)
H (1.267, -9.086, -0.582)
H (0.178, -8.037, 0.130)
H (2.141, -6.188, 0.375)
H (3.140, -7.335, -0.503)

The following is a DFT calculation (wB97M-V/def2-TZVPD) of 2 unconnected molecules or ions with the total composition C31H65ClN3O13P2S at a distorted geometry.

LUMO energy in eV: -2.34
Energy in eV: -106218.758
Frontier orbital gap in eV: 9.63
Net charge: +1

Geometry (Å):
C (1.155, -0.511, -1.912)
O (1.422, 0.191, -3.100)
C (0.588, 1.319, -3.296)
C (1.388, 2.634, -3.379)
C (1.116, 3.570, -2.187)
C (2.116, 4.741, -2.143)
C (2.597, 5.155, -0.742)
C (1.457, 5.934, -0.023)
C (1.240, 5.582, 1.448)
C (1.084, 4.076, 1.733)
C (0.172, 3.832, 2.934)
C (-0.361, 2.440, 3.322)
N (-0.864, 1.438, 2.311)
C (0.309, 0.508, 1.989)
C (1.675, 1.095, 1.681)
O (2.557, -0.032, 1.530)
C (3.470, -0.180, 2.556)
C (2.991, -0.320, 3.978)
O (4.633, -0.176, 2.306)
C (-1.856, 0.404, 2.871)
C (-1.754, 0.148, 4.382)
C (-2.295, -1.266, 4.753)
C (-1.181, -2.211, 5.220)
C (-0.440, -2.903, 4.060)
S (-0.234, -4.675, 4.270)
O (1.114, -4.958, 3.886)
O (-0.578, -5.066, 5.596)
Cl (-1.437, -5.547, 2.884)
C (-3.310, 0.661, 2.503)
N (-3.563, 0.689, 1.041)
C (-4.157, -0.572, 0.621)
C (-4.596, -0.430, -0.827)
O (-5.213, 0.531, -1.207)
O (-4.244, -1.427, -1.644)
C (-2.301, 0.872, 0.304)
C (-1.432, 1.913, 0.999)
P (-2.420, 3.500, 0.926)
N (-3.104, 3.955, 2.248)
O (-3.521, 3.336, -0.206)
O (-1.540, 4.697, 0.354)
H (0.080, -0.663, -1.752)
H (1.599, 0.028, -1.069)
H (1.617, -1.493, -1.938)
H (-0.200, 1.376, -2.534)
H (0.086, 1.169, -4.255)
H (1.142, 3.117, -4.323)
H (2.443, 2.358, -3.384)
H (0.103, 3.955, -2.355)
H (1.150, 2.957, -1.282)
H (3.000, 4.443, -2.711)
H (1.702, 5.612, -2.652)
H (3.433, 5.840, -0.883)
H (2.965, 4.305, -0.166)
H (0.557, 5.788, -0.619)
H (1.706, 6.994, -0.067)
H (0.342, 6.111, 1.776)
H (2.054, 5.959, 2.070)
H (0.736, 3.601, 0.817)
H (2.097, 3.704, 1.886)
H (-0.670, 4.516, 2.839)
H (0.686, 4.202, 3.825)
H (0.367, 1.923, 3.942)
H (-1.164, 2.661, 4.024)
H (0.054, -0.142, 1.153)
H (0.447, -0.178, 2.823)
H (1.738, 1.638, 0.743)
H (2.089, 1.718, 2.467)
H (2.609, 0.658, 4.293)
H (2.169, -1.023, 4.104)
H (3.824, -0.532, 4.636)
H (-1.641, -0.573, 2.443)
H (-0.705, 0.140, 4.678)
H (-2.297, 0.901, 4.950)
H (-2.788, -1.718, 3.891)
H (-2.994, -1.147, 5.576)
H (-1.615, -2.986, 5.851)
H (-0.482, -1.677, 5.864)
H (-1.013, -2.737, 3.146)
H (0.554, -2.501, 3.892)
H (-3.800, 1.483, 3.022)
H (-3.822, -0.235, 2.858)
H (-5.057, -0.773, 1.199)
H (-3.452, -1.411, 0.718)
H (-4.412, -1.112, -2.546)
H (-2.481, 1.180, -0.724)
H (-1.815, -0.115, 0.238)
H (-0.590, 2.048, 0.315)
H (-2.878, 3.318, 3.002)
H (-4.358, 3.171, 0.257)
H (-1.464, 4.601, -0.610)
O (0.290, -3.895, -5.674)
P (0.763, -3.917, -4.275)
O (1.017, -5.465, -3.862)
C (1.474, -6.433, -4.811)
C (2.965, -6.671, -4.684)
O (-0.572, -3.559, -3.418)
C (-1.744, -3.056, -4.054)
C (-2.737, -4.170, -4.305)
O (1.661, -3.242, -3.120)
C (3.092, -3.331, -3.186)
C (3.651, -2.767, -4.474)
H (1.225, -6.142, -5.832)
H (0.936, -7.357, -4.597)
H (3.527, -5.770, -4.947)
H (3.283, -7.473, -5.351)
H (3.231, -6.940, -3.662)
H (-1.497, -2.530, -4.975)
H (-2.181, -2.320, -3.372)
H (-2.289, -4.968, -4.896)
H (-3.617, -3.796, -4.830)
H (-3.057, -4.610, -3.359)
H (3.404, -4.366, -3.030)
H (3.475, -2.758, -2.340)
H (3.276, -3.318, -5.344)
H (4.740, -2.827, -4.478)
H (3.357, -1.724, -4.595)

The following is a DFT calculation (wB97M-V/def2-TZVPD) of 3 unconnected molecules or ions with the total composition C31H65INO6PS2 at a distorted geometry.

SMILES: C=CC[C@@]1(CC(C)C)OS(=O)(=O)[C@@](COC)([PH2]=N)[C@@](S)(CCCI)[C@@H]1CCCCCCCCC.CC(C)O.CC(C)O
LUMO energy in eV: 0.00
Energy in eV: -86019.016
Frontier orbital gap in eV: 8.14

Geometry (Å):
C (5.599, 0.099, -0.111)
C (4.219, -0.320, 0.363)
C (3.175, 0.889, 0.708)
C (1.566, 0.427, 0.664)
C (1.084, 0.745, -0.845)
C (1.797, 0.078, -2.113)
C (3.188, 0.832, -2.660)
C (2.052, -1.533, -2.132)
O (1.523, -1.013, 0.928)
S (0.030, -1.560, 1.506)
O (0.089, -3.137, 1.478)
O (-1.221, -1.141, 0.722)
C (0.022, -0.998, 3.334)
C (-1.516, -0.949, 3.932)
O (-2.135, -2.250, 3.507)
C (-3.308, -2.378, 4.429)
P (0.834, -2.460, 4.259)
N (2.305, -2.880, 3.750)
C (0.826, 0.425, 3.351)
S (-0.107, 1.456, 4.677)
C (2.346, 0.357, 4.017)
C (2.938, 1.856, 4.458)
C (4.593, 1.940, 4.223)
I (5.254, 3.820, 3.320)
C (0.812, 1.227, 1.878)
C (-0.630, 1.909, 1.550)
C (-0.596, 3.541, 1.926)
C (-1.694, 4.418, 1.065)
C (-3.123, 3.666, 0.798)
C (-3.982, 3.290, 2.141)
C (-4.786, 1.854, 1.841)
C (-6.104, 2.035, 0.883)
C (-6.568, 0.619, 0.123)
C (-7.651, -0.257, 0.993)
H (5.634, 0.878, -0.998)
H (6.587, -0.355, 0.361)
H (4.048, -1.470, 0.481)
H (3.502, 1.350, 1.729)
H (3.228, 1.799, -0.064)
H (1.135, 1.931, -0.981)
H (-0.081, 0.500, -0.938)
H (1.047, 0.259, -3.031)
H (3.305, 1.923, -2.239)
H (3.121, 0.956, -3.846)
H (4.107, 0.132, -2.467)
H (0.977, -2.051, -2.120)
H (2.533, -1.835, -3.177)
H (2.639, -1.974, -1.224)
H (-2.201, -0.124, 3.476)
H (-1.557, -0.994, 5.125)
H (-4.214, -2.954, 3.935)
H (-2.960, -2.862, 5.456)
H (-3.716, -1.289, 4.687)
H (-0.011, -3.650, 4.088)
H (0.932, -2.095, 5.677)
H (2.559, -2.220, 2.985)
H (0.437, 0.952, 5.900)
H (3.142, -0.142, 3.310)
H (2.363, -0.223, 5.061)
H (2.815, 1.987, 5.639)
H (2.369, 2.752, 3.983)
H (5.140, 1.825, 5.276)
H (4.974, 1.018, 3.572)
H (1.521, 2.170, 2.083)
H (-1.012, 1.880, 0.453)
H (-1.542, 1.494, 2.200)
H (-0.848, 3.737, 3.068)
H (0.448, 4.031, 1.731)
H (-1.169, 4.746, 0.048)
H (-1.872, 5.427, 1.661)
H (-3.789, 4.428, 0.166)
H (-3.000, 2.717, 0.101)
H (-3.335, 3.223, 3.115)
H (-4.846, 4.106, 2.224)
H (-5.185, 1.406, 2.872)
H (-4.101, 1.046, 1.340)
H (-7.079, 2.390, 1.465)
H (-5.956, 2.813, -0.003)
H (-7.086, 0.832, -0.930)
H (-5.660, -0.089, -0.109)
H (-7.415, -0.341, 2.137)
H (-7.598, -1.369, 0.566)
H (-8.782, 0.079, 0.830)
C (1.831, -6.457, -4.875)
C (1.639, -5.498, -3.711)
C (0.179, -5.422, -3.291)
O (2.089, -4.200, -4.089)
H (1.264, -6.126, -5.753)
H (2.884, -6.492, -5.175)
H (1.508, -7.469, -4.611)
H (2.249, -5.823, -2.862)
H (-0.446, -5.055, -4.113)
H (0.054, -4.720, -2.461)
H (-0.193, -6.403, -2.980)
H (1.553, -3.903, -4.842)
C (1.670, 2.155, -7.530)
C (1.302, 0.874, -6.798)
C (0.021, 0.269, -7.351)
O (1.130, 1.156, -5.411)
H (0.886, 2.911, -7.416)
H (2.587, 2.586, -7.113)
H (1.825, 1.969, -8.597)
H (2.119, 0.151, -6.887)
H (-0.822, 0.958, -7.231)
H (-0.239, -0.645, -6.807)
H (0.126, 0.026, -8.413)
H (0.406, 1.797, -5.323)

> Look up the frontier orbital gap of the third one.

9.63 eV

> Which value of energy does entry 2 give?

-348546.227 eV

> frontier orbital gap of number 1 (C31H65B4NO11)?

9.50 eV